{
  "formula": "C4H5NOS",
  "method": "ωB97M-V with the def2-TZVPD basis set",
  "symbols": ["C", "C", "C", "C", "N", "O", "S", "H", "H", "H", "H", "H"],
  "xyz": [[-1.061, 0.488, 2.867], [-0.465, 0.097, 1.913], [0.285, -0.605, 0.794], [0.385, -0.591, -1.665], [0.130, 0.083, -0.492], [0.910, -1.597, 0.867], [-0.532, 1.654, -0.617], [-1.588, 0.662, 3.771], [1.299, -1.218, -1.663], [-0.409, -1.318, -1.998], [0.539, 0.166, -2.431], [0.508, 2.180, -1.343]],
  "atomic_forces_ev_per_a": [[-0.30, -0.23, 0.56], [1.40, -1.21, -1.50], [-1.69, 3.96, -1.75], [0.74, -2.29, -2.89], [-0.52, 0.27, 4.22], [0.61, -1.69, 0.55], [0.31, -0.01, -0.21], [-0.08, 0.35, 0.04], [-0.27, 0.50, 0.47], [0.29, 0.84, 0.30], [-0.09, -0.33, -0.34], [-0.41, -0.16, 0.56]],
  "total_energy_ha": -683.49513,
  "smiles": "C#CC(=O)N(C)S",
  "relative_energy_kj_mol": 296.1,
  "lumo_energy_ev": 0.7,
  "e_homo_ev": -8.95
}